Below is a cluster of 3 separate species, C2H9O3 in total, with properties calculated with ωB97M-V with the def2-TZVPD basis set.

Last column: natural (NBO) charge in e.
Positions of all 14 atoms, in Å:
1 O -0.650 -0.002 -1.392  -0.464
2 O -3.072 -0.455 -0.727  -0.873
3 O 0.921 1.144 0.230  -0.719
4 C 1.814 0.105 0.405  -0.072
5 C 1.429 -0.736 1.674  -0.649
6 H 1.811 -1.819 1.799  0.212
7 H 1.795 -0.193 2.630  0.208
8 H 2.839 0.524 0.472  0.171
9 H -2.185 -0.407 -1.219  0.454
10 H -2.920 0.169 0.035  0.472
11 H 0.300 -0.851 1.660  0.209
12 H 1.869 -0.695 -0.443  0.148
13 H -0.774 0.796 -1.824  0.444
14 H 0.224 0.765 -0.477  0.459

* total energy: -8358.277 eV
* LUMO energy (spin up / spin down): 0.41 / -4.40 eV
* 2S+1: 2
* ⟨S²⟩: 0.756
* ΔE to the lowest compared entry with this formula, charge and spin: 1.665 eV



Below is a cluster of 4 separate species, C2H9O5 in total, with properties calculated with ωB97M-V with the def2-TZVPD basis set.

Last column: natural (NBO) charge in e.
Positions of all 16 atoms, in Å:
1 O -0.324 0.272 -1.527  -1.051
2 O -2.259 -0.971 1.492  -0.997
3 O -2.086 0.211 -3.673  -0.951
4 O 0.341 -0.837 0.562  -0.854
5 O 0.176 0.258 2.475  -0.696
6 C 2.273 0.376 1.178  -0.741
7 C 0.850 -0.135 1.557  0.793
8 H 2.965 -0.282 0.572  0.209
9 H -1.479 -0.218 -3.179  0.485
10 H -2.476 0.757 -3.062  0.461
11 H 2.691 0.368 2.240  0.203
12 H 2.298 1.361 0.689  0.219
13 H -1.628 -0.907 0.800  0.493
14 H -0.064 -0.126 -0.572  0.498
15 H 0.555 0.468 -1.848  0.443
16 H -1.834 -0.597 2.294  0.485

* total energy: -12459.217 eV
* LUMO energy: 3.87 eV
* net charge: -1
* ΔE to the lowest compared entry with this formula, charge and spin: 1.024 eV



Below is a structure of composition C2HAgFO, with properties calculated with ωB97M-V with the def2-TZVPD basis set.

Last column: natural (NBO) charge in e.
Positions of all 6 atoms, in Å:
1 Ag -0.877 -2.097 -0.114  0.717
2 F 1.402 0.950 0.450  -0.352
3 O -1.879 0.047 -0.004  -0.645
4 C -0.818 0.761 -0.136  0.008
5 C 0.410 0.105 0.052  0.065
6 H -1.338 1.522 0.612  0.208

* total energy: -10848.458 eV
* LUMO energy (spin up / spin down): -1.30 / -1.26 eV
* 2S+1: 2
* ⟨S²⟩: 0.763
* ΔE to the lowest compared entry with this formula, charge and spin: 0.285 eV



Below is a structure of composition C2HAgNaO3, with properties calculated with ωB97M-V with the def2-TZVPD basis set.

Last column: natural (NBO) charge in e.
Positions of all 8 atoms, in Å:
1 Ag -2.644 -1.284 0.536  0.953
2 Na 3.032 0.699 0.667  0.992
3 O -1.509 0.807 0.439  -0.594
4 O 1.583 -0.644 -0.404  -0.792
5 O -0.453 -1.589 -0.341  -0.737
6 C -0.341 0.899 0.085  0.251
7 C 0.365 -0.686 -0.477  0.784
8 H -0.034 1.796 -0.506  0.143

* total energy: -16640.702 eV
* LUMO energy: -4.53 eV
* net charge: +1